Density functional theory data (the ωB97M-V functional and the def2-TZVPD basis) for a 12-piece molecular cluster, C72H170BCl2F4N9O4 overall at a distorted geometry.

Output
Frontier orbital gap   5.86 eV
Electronic energy   -4981.40727 a.u.
LUMO level   -9.4 eV

Geometry as ORCA input:
```
! wB97M-V def2-TZVPD RIJCOSX def2/J DEFGRID3
* xyz 6 1
C 9.65480 14.95622 18.13560
C 8.47359 15.87462 18.71389
N 7.38613 16.38546 17.70199
C 6.29600 17.20487 18.41967
C 8.01580 17.30047 16.58862
C 8.60359 18.67082 17.02252
C 6.80394 14.99527 17.07274
C 5.28223 15.03082 16.69422
O 5.12370 16.12028 15.74109
C 3.90960 16.04929 14.98773
H 9.12564 14.10169 17.71386
H 10.35553 14.44992 18.79949
H 10.22383 15.49736 17.37965
H 8.85999 16.78891 19.16430
H 7.90681 15.36075 19.49029
H 6.58350 17.96346 19.14767
H 5.71867 16.43690 18.93446
H 5.68324 17.56279 17.59232
H 7.23555 17.48695 15.85069
H 8.65760 16.68613 15.95712
H 8.98159 19.29844 16.21549
H 9.37227 18.68983 17.79509
H 7.77238 19.31510 17.30902
H 6.87348 14.26125 17.87554
H 7.49008 14.57484 16.33753
H 4.58608 15.08518 17.53119
H 5.06180 14.13424 16.11486
H 3.21648 16.52610 15.68080
H 3.62340 15.01246 14.81116
H 4.05022 16.40366 13.96658
C 17.93931 8.86480 7.62117
C 17.81836 10.17455 8.49237
N 17.46249 11.51354 7.74644
C 17.67990 12.68720 8.78340
C 18.40625 11.85892 6.53321
C 19.95489 12.07255 6.83795
C 15.94994 11.29779 7.29483
C 15.38245 12.42321 6.40547
O 15.56247 13.68918 7.05832
C 15.07089 14.84895 6.52788
H 18.21010 8.91953 6.56676
H 16.99708 8.32519 7.52564
H 18.59473 8.24925 8.23731
H 18.76646 10.37825 8.99007
H 17.05456 10.12367 9.26834
H 18.55982 12.43529 9.37533
H 16.80544 12.62311 9.43094
H 17.77550 13.62168 8.23049
H 18.01242 12.79357 6.13393
H 18.19781 11.13327 5.74702
H 20.44742 12.12703 5.86710
H 20.31806 11.10361 7.18053
H 20.24526 12.96585 7.39094
H 15.27895 11.41416 8.14590
H 15.72547 10.40469 6.71166
H 14.30523 12.26380 6.45323
H 15.74545 12.27627 5.38824
H 15.86115 15.30836 5.93414
H 14.89674 15.47892 7.40018
H 14.18752 14.63453 5.92639
C 4.52278 9.29056 5.32675
C 3.29718 8.47106 6.01622
N 2.24657 7.95078 4.89672
C 1.55217 9.17329 4.23874
C 2.80325 6.93552 3.90091
C 3.65458 5.85198 4.53004
C 1.15014 7.21946 5.75281
C -0.07473 6.95435 4.96636
O -0.79012 5.80047 5.47179
C -1.51494 5.93813 6.72495
H 5.07039 9.80863 6.11404
H 4.28415 10.08579 4.62051
H 5.20090 8.73604 4.67809
H 2.71379 9.07920 6.70753
H 3.57153 7.59927 6.61021
H 0.88868 9.75638 4.87739
H 0.92400 8.78270 3.43815
H 2.33573 9.82417 3.85081
H 3.33680 7.60812 3.22931
H 1.97011 6.62527 3.27025
H 4.61782 6.22541 4.87765
H 3.96605 5.21886 3.69923
H 2.99956 5.32691 5.22528
H 0.90694 7.90375 6.56564
H 1.57619 6.36348 6.27614
H 0.04505 6.48626 3.98930
H -0.67460 7.86391 4.99726
H -1.07598 5.20255 7.39899
H -2.55966 5.84731 6.42761
H -1.35770 6.81870 7.34782
C 20.95059 15.85707 14.56212
C 19.59111 15.16221 14.79377
N 18.54675 16.27256 15.31165
C 19.07281 16.90687 16.55136
C 18.14917 17.25790 14.18066
C 17.08894 16.73606 13.26428
C 17.34196 15.37095 15.68355
C 16.02716 15.89204 16.26047
O 16.20606 17.13902 17.05050
C 15.01307 17.50463 17.54453
H 21.54392 15.13469 14.00156
H 21.58967 16.05713 15.42215
H 20.89944 16.74315 13.92939
H 19.59505 14.38399 15.55696
H 19.11214 14.73594 13.91230
H 19.21518 16.11707 17.28896
H 18.40899 17.70193 16.89095
H 20.04215 17.34626 16.31598
H 19.00651 17.76693 13.74026
H 17.65607 18.07082 14.71368
H 16.17174 16.58019 13.83222
H 17.41459 15.87512 12.68048
H 16.63978 17.52570 12.66192
H 17.76387 14.64139 16.37481
H 17.00798 14.81057 14.81032
H 15.58471 15.09513 16.85819
H 15.24816 15.96923 15.50198
H 14.61554 16.80011 18.27509
H 14.30905 17.63994 16.72346
H 15.06911 18.52883 17.91326
C 7.07282 3.68391 8.51933
C 8.19815 3.28189 9.51760
C 9.37918 4.28472 9.66957
N 9.32211 5.23220 10.89385
C 8.04494 6.10381 10.71975
C 9.35371 4.47707 12.23193
C 10.28220 5.18742 13.11434
C 11.22185 5.90458 12.29602
C 10.60571 6.12826 10.90256
H 6.54085 4.60542 8.75582
H 6.39858 2.83058 8.44617
H 7.44911 3.96619 7.53606
H 8.69609 2.37643 9.17073
H 7.83779 3.12504 10.53428
H 9.39432 4.99788 8.84539
H 10.38462 3.86475 9.69808
H 7.23397 5.37819 10.65722
H 8.06672 6.68382 9.79714
H 7.86278 6.56414 11.69084
H 8.38053 4.47542 12.72285
H 9.64349 3.42645 12.21383
H 9.92440 5.91212 13.84570
H 10.69252 4.47552 13.83054
H 11.76901 6.74628 12.72058
H 11.94415 5.11382 12.09328
H 10.28651 7.16764 10.82573
H 11.38115 5.81589 10.20313
C -0.40038 9.47219 11.56708
C -0.77325 10.89212 11.04924
C -2.31706 10.94124 10.82703
N -2.86839 12.32475 10.31525
C -2.15440 13.49935 10.95461
C -4.43049 12.41038 10.54998
C -4.94909 11.62858 9.37603
C -4.13939 12.07001 8.19582
C -2.75210 12.47161 8.80642
H -0.96288 9.15174 12.44401
H 0.66249 9.41098 11.80089
H -0.66323 8.75568 10.78889
H -0.26707 11.21767 10.14045
H -0.36208 11.65075 11.71521
H -2.85824 10.72147 11.74732
H -2.57782 10.28971 9.99299
H -1.14137 13.69266 10.60174
H -2.11593 13.04463 11.94449
H -2.67863 14.45233 11.02611
H -4.85573 13.41347 10.58294
H -4.72053 11.94224 11.49064
H -5.99033 11.90594 9.21169
H -5.04389 10.55668 9.54957
H -4.38162 12.79612 7.41982
H -3.94814 11.21726 7.54438
H -2.59931 13.53173 8.60421
H -1.95124 11.89945 8.33805
C 7.74826 15.25001 4.02863
C 8.95520 14.94837 3.19235
C 8.67029 13.71638 2.37147
N 9.86548 13.11858 1.53359
C 10.29243 13.99581 0.30139
C 9.42832 11.76274 1.07779
C 10.71974 11.00964 0.76429
C 11.74112 11.44641 1.68413
C 11.07595 12.68595 2.37978
H 6.95269 15.62049 3.38218
H 7.97022 16.09171 4.68466
H 7.49972 14.39152 4.65260
H 9.68277 14.64064 3.94338
H 9.32171 15.85277 2.70673
H 7.82427 13.79579 1.68879
H 8.43256 12.88439 3.03433
H 9.49649 14.02118 -0.44288
H 11.25363 13.53097 0.08207
H 10.50321 14.98401 0.71020
H 8.72625 11.94934 0.26515
H 8.93736 11.29961 1.93369
H 11.00640 11.24099 -0.26158
H 10.61067 9.93007 0.86789
H 12.68622 11.66993 1.18924
H 12.03852 10.74601 2.46458
H 11.68287 13.58284 2.50367
H 10.66598 12.43491 3.35804
C 8.03144 6.19941 18.32345
C 6.54163 6.19744 18.12402
C 6.11370 7.50496 17.52740
N 4.59607 7.71734 17.37217
C 3.88988 6.55953 16.64906
C 4.07828 7.93663 18.80596
C 2.75240 8.65001 18.63042
C 2.74051 9.37185 17.22926
C 4.09500 9.06609 16.79498
H 8.43906 7.14664 18.67658
H 8.73110 5.90072 17.54283
H 8.37729 5.51074 19.09431
H 5.97250 6.08812 19.04720
H 6.24531 5.30976 17.56517
H 6.55918 7.46808 16.53327
H 6.51167 8.39011 18.02362
H 4.10346 5.57004 17.05330
H 4.29097 6.63045 15.63803
H 2.81187 6.72004 16.66423
H 4.00527 6.93729 19.23503
H 4.76463 8.57872 19.35800
H 1.84912 8.04911 18.73580
H 2.60567 9.41966 19.38818
H 1.91782 9.03219 16.60005
H 2.51217 10.42190 17.41190
H 4.23622 8.96631 15.71879
H 4.78926 9.73522 17.30327
C 6.08888 12.89065 11.60791
C 6.88370 12.31158 10.40559
C 8.30439 11.91022 10.67756
N 9.32189 13.10028 10.64854
C 9.22236 13.93229 9.37172
C 10.65125 12.49143 10.77913
C 11.66407 13.38592 11.53041
C 10.81589 14.41599 12.29655
C 9.32794 14.00239 11.95885
H 6.18321 13.95519 11.82226
H 6.34275 12.23477 12.44066
H 5.02209 12.89546 11.38419
H 6.80532 12.93670 9.51610
H 6.28577 11.45704 10.08883
H 8.74824 11.33001 9.86857
H 8.44032 11.29529 11.56721
H 9.06873 13.22140 8.55986
H 10.07737 14.49251 8.99328
H 8.36430 14.59771 9.46689
H 11.11552 12.20503 9.83544
H 10.58578 11.53311 11.29435
H 12.43944 13.80884 10.89161
H 12.19792 12.73677 12.22446
H 11.19828 15.40567 12.04672
H 11.09544 14.21147 13.33005
H 8.67220 14.87280 11.98086
H 8.96954 13.39808 12.79218
Cl 9.42876 10.18128 15.15645
Cl 11.30382 9.22649 6.62767
B 7.32835 19.46863 11.59887
F 6.91339 20.22377 10.42726
F 7.68388 20.40449 12.48003
F 6.39281 18.62395 12.16698
F 8.47116 18.85169 11.25977
*
```